[1]
Computed, not measured: a structure of composition C8H20ClLiNO, with ωB97M-V/def2-TZVPD.

Geometry as XYZ:
```
32
Properties=species:S:1:pos:R:3
Li 7.29 9.91 -3.46
Cl 5.13 10.05 -4.85
C 2.24 8.77 -10.88
C 3.06 9.94 -10.36
N 3.36 10.00 -8.84
C 4.45 11.03 -8.71
C 1.99 10.59 -8.26
C 1.86 10.79 -6.68
C 3.68 8.64 -8.15
C 5.07 8.05 -8.44
O 5.30 8.19 -9.83
C 6.32 7.46 -10.54
H 2.69 7.79 -10.69
H 2.10 8.91 -11.95
H 1.24 9.02 -10.50
H 2.73 10.88 -10.79
H 3.98 9.66 -10.88
H 5.29 10.82 -9.38
H 4.84 10.85 -7.70
H 3.95 11.99 -8.74
H 1.15 9.94 -8.50
H 1.83 11.51 -8.81
H 2.66 11.26 -6.12
H 1.51 9.97 -6.06
H 1.00 11.46 -6.63
H 2.84 8.07 -8.54
H 3.60 8.75 -7.07
H 4.95 7.01 -8.16
H 5.86 8.53 -7.86
H 6.37 6.41 -10.23
H 7.26 7.99 -10.63
H 5.96 7.39 -11.56
```

## Properties
net charge: +1
HOMO-LUMO gap: 8.46 eV
LUMO level: -3.48 eV

[2]
Computed, not measured: a cluster of 5 separate species, C8H20ClN4O4 in total, with ωB97M-V/def2-TZVPD.

Geometry as XYZ:
```
37
Properties=species:S:1:pos:R:3
Cl -0.66 -0.60 -0.49
O 5.61 1.73 0.16
C 4.52 1.22 0.32
N 3.45 1.81 0.01
C 4.37 -0.26 0.84
H 3.48 2.78 -0.25
H 2.61 1.29 -0.23
H 5.30 -0.46 1.37
H 4.26 -1.04 0.09
H 3.59 -0.22 1.60
O -0.70 -2.03 -7.48
C -0.66 -1.11 -6.65
N -0.37 -1.44 -5.40
C -0.92 0.34 -6.94
H -0.27 -0.69 -4.72
H -0.03 -2.37 -5.21
H -1.28 0.93 -6.10
H -1.63 0.34 -7.77
H 0.04 0.78 -7.22
O -3.24 4.30 3.11
C -2.52 3.53 2.57
N -2.82 2.30 2.29
C -1.20 4.01 2.02
H -3.77 2.06 2.53
H -2.20 1.67 1.81
H -0.97 3.62 1.03
H -0.39 3.63 2.64
H -1.00 5.08 2.07
O -1.45 -3.30 5.58
C -1.27 -3.37 4.36
N -0.51 -2.46 3.79
C -2.01 -4.34 3.41
H -0.61 -2.22 2.82
H -0.13 -1.75 4.40
H -1.32 -5.03 2.93
H -2.61 -3.83 2.66
H -2.69 -4.92 4.03
```

## Properties
net charge: -1
relative energy (zero: lowest compared OMol25 entry of this formula, charge and spin): 0.0 kcal per mole
HOMO-LUMO gap: 7.82 eV
LUMO level: 2.69 eV

HOMO-LUMO gap of number 1 (C8H20ClLiNO)?
8.46 eV

Which of these has the highest HOMO-LUMO gap?
C8H20ClLiNO

Which of these has the highest net charge?
C8H20ClLiNO